1.
70
Properties=species:S:1:pos:R:3:lowdin_charge:R:1 method="wB97M-V/def2-TZVPD" orbital_gap_ha=0.11279 total_energy_ha=-2439.6581 fmax_ev_per_a=2.0 de_lowest_kcal_mol=0.0
H -2.916 -0.978 1.693 0.08
C -3.189 -4.419 -0.798 -0.02
H 0.488 -1.052 -0.634 0.12
C 5.133 -0.046 2.852 -0.69
H 4.190 -2.361 -4.529 0.09
H 2.212 0.006 -4.809 0.09
C -2.429 1.091 1.283 -0.07
H -1.761 -0.082 -2.348 0.12
H -0.948 -2.625 2.935 0.12
H -0.060 0.315 2.869 0.10
Cl 6.730 0.468 3.218 0.68
C -4.396 -0.021 5.153 -0.69
C -2.057 -1.102 4.009 -0.25
C 2.486 -0.817 2.213 -0.22
C -2.156 -2.170 -0.506 -0.15
C -2.599 -0.249 0.948 -0.05
N -0.961 -2.616 -0.830 0.14
O 1.418 -3.757 -2.116 0.09
C 4.907 -1.115 1.969 -0.10
C 0.988 -2.617 -2.137 -0.44
Cl -5.842 0.665 5.767 0.68
H -3.195 -2.947 3.873 0.12
C 3.607 -1.487 1.645 -0.02
H 2.124 -3.477 -5.931 0.10
H 0.986 -1.829 1.023 0.07
H -2.250 3.092 0.533 0.10
C -0.938 -1.573 3.226 -0.04
C -4.275 -5.296 -0.701 -0.08
H 1.058 -0.913 -5.818 0.09
C -5.409 -3.723 0.760 -0.08
C 2.016 -0.961 -5.281 -0.04
C 0.161 -2.013 -1.054 -0.06
H -3.211 1.729 5.618 0.11
H 4.253 1.279 4.303 0.10
H -2.277 -4.742 -1.306 0.11
H 5.784 -1.611 1.562 0.10
H 3.699 -1.352 -3.159 0.10
H 2.797 -1.126 -6.032 0.09
C 2.050 -2.107 -4.279 -0.57
C -3.231 -1.898 4.169 -0.03
C 2.749 0.186 3.190 -0.02
C -3.214 0.736 5.164 -0.10
O 1.134 -1.718 -3.157 0.02
C 3.454 -2.265 -3.721 -0.03
H 3.498 -3.148 -3.071 0.08
C -3.272 -3.114 -0.266 -0.14
C 1.523 -3.327 -5.019 -0.03
H -5.307 -1.949 4.810 0.10
H -1.125 0.768 4.630 0.11
H -6.184 -3.497 1.498 0.11
C -2.133 1.606 -1.061 -0.07
H -4.578 -1.746 0.809 0.10
C -5.356 -4.969 0.134 -0.09
H -6.134 -5.702 0.340 0.10
H -4.270 -6.258 -1.228 0.11
H -2.106 2.324 -1.883 0.11
C -2.010 0.245 -1.337 -0.02
C -4.440 -2.766 0.459 -0.03
H 0.480 -3.138 -5.345 0.10
C 4.052 0.547 3.522 -0.10
H 1.899 0.648 3.698 0.10
C -4.399 -1.358 4.713 -0.10
C 0.047 -0.759 2.687 -0.11
C -2.053 0.193 4.592 -0.04
H 1.585 -4.238 -4.412 0.08
C 1.131 -1.180 1.883 -0.03
C -2.265 2.033 0.270 -0.07
H -2.467 1.402 2.327 0.09
C -2.294 -0.704 -0.336 -0.16
H 3.434 -2.339 0.985 0.12

2.
73
Properties=species:S:1:pos:R:3:lowdin_charge:R:1 method="wB97M-V/def2-TZVPD" multiplicity=2 orbital_gap_ha="0.15364 / 0.18251" total_energy_ha=-1800.3317 fmax_ev_per_a=3.4 de_lowest_kcal_mol=49.4 charge=+4
C -1.168 -2.342 -1.992 -0.13
C 4.466 0.992 -0.870 0.13
C 3.126 0.425 -1.069 -0.20
H 3.933 2.865 1.869 0.15
C 1.216 -0.455 -4.668 0.10
C -1.134 -2.902 -0.590 -0.09
C -0.975 -0.377 -3.342 -0.09
H 3.212 -0.669 -1.039 0.19
N 0.787 -1.690 0.359 0.05
H -5.299 -1.424 2.463 0.13
H -0.252 -2.607 -2.524 0.14
N -2.127 -0.490 1.797 0.11
H -4.643 3.778 -1.715 0.15
C 1.343 2.944 2.729 0.05
C -2.676 -0.451 -1.644 -0.10
C 4.737 1.838 0.175 0.06
C 1.251 2.018 1.720 -0.19
C 3.715 2.192 1.049 0.17
C 0.204 3.242 3.472 0.05
C -3.209 -1.255 1.972 -0.11
C 0.221 -2.870 0.045 -0.24
C 1.921 -1.699 1.092 -0.13
C 2.588 -0.245 -4.737 0.02
C -4.467 -0.752 2.299 0.00
N 0.082 1.367 1.417 0.01
H -0.611 3.330 -0.358 0.12
N -1.310 -0.869 -1.999 -0.19
H -3.071 -2.326 1.878 0.12
H -2.004 -2.777 -2.547 0.16
H -1.351 -1.050 -4.115 0.16
C -2.611 3.732 -1.004 0.01
H -3.574 2.495 2.415 0.13
H 5.738 2.224 0.328 0.16
N 1.079 0.300 -2.403 -0.01
C -3.778 3.161 -1.499 0.03
H -5.574 1.053 2.648 0.14
H -2.972 -0.950 -0.723 0.12
C -0.957 2.563 3.197 0.07
H 2.301 -0.746 1.427 0.10
H -4.702 1.320 -2.132 0.15
H -1.819 -2.343 0.041 0.08
C -3.490 1.421 2.296 0.00
H 2.530 -5.000 1.324 0.14
H -1.443 0.598 -3.505 0.16
H -2.533 4.798 -0.833 0.14
H -1.838 2.729 3.802 0.14
C 0.498 -0.172 -3.463 -0.21
N 2.137 0.835 -0.101 -0.08
H 2.274 3.450 2.947 0.13
H 3.142 -0.521 -5.629 0.15
C 2.042 -4.069 1.068 0.03
H 5.258 0.673 -1.541 0.16
C 2.572 -2.851 1.469 0.00
H 2.421 1.857 -2.521 0.20
H 3.466 -2.794 2.076 0.13
C -4.612 0.617 2.420 0.00
Ir 0.210 0.439 -0.497 1.51
C -2.703 1.026 -1.438 -0.26
C -3.815 1.793 -1.726 0.04
H 0.242 3.977 4.268 0.15
H -3.390 -0.745 -2.418 0.16
H 0.686 -0.866 -5.523 0.15
C -1.009 1.605 2.169 -0.16
N -1.579 1.580 -0.946 -0.04
H 0.370 -5.001 0.096 0.14
C 0.848 -4.069 0.370 0.04
H 4.265 0.609 -3.716 0.14
C -2.264 0.823 2.018 -0.26
C 3.210 0.350 -3.672 0.06
H -1.484 -3.931 -0.617 0.14
C -1.536 2.914 -0.741 -0.10
C 2.450 0.758 -2.479 -0.21
C 2.395 1.674 0.870 -0.17

3.
74
Properties=species:S:1:pos:R:3:lowdin_charge:R:1 method="wB97M-V/def2-TZVPD" orbital_gap_ha="0.23560 / 0.23563" total_energy_ha=-2187.1611 fmax_ev_per_a=1.0 de_lowest_kcal_mol=91.9
H -4.287 3.757 -1.343 0.09
H -1.898 -1.923 -1.642 0.08
C -0.780 -1.959 2.844 -0.34
C 3.138 -0.865 -1.106 -0.09
C 4.478 -0.569 -0.499 -0.23
N 2.398 0.169 -1.073 0.12
H 1.447 1.729 1.778 0.09
H -2.204 5.015 1.520 0.09
H -2.213 -5.540 2.966 0.11
H -2.898 -4.137 -1.483 0.11
H 2.411 0.278 6.815 0.10
C 2.146 -1.625 1.946 -0.08
H 3.890 1.683 1.526 0.15
H -3.304 3.628 1.582 0.09
C -0.797 1.280 6.431 -0.08
C -2.348 -4.441 0.546 -0.04
C -2.950 4.450 0.961 -0.05
Pd -0.118 -0.222 0.091 0.81
C 1.457 0.455 6.336 -0.08
H -3.793 5.108 0.750 0.09
H -2.773 -5.433 0.615 0.11
C 1.975 0.788 1.659 -0.10
H -1.384 -4.472 5.024 0.10
N 1.108 -0.384 -6.050 0.12
C 3.262 1.196 -0.477 -0.28
N 4.589 0.817 -0.947 0.06
H 5.313 -1.215 -0.749 0.15
C -1.794 -4.542 2.937 -0.03
H 1.656 -2.530 2.282 0.11
C -0.984 0.908 5.109 -0.10
C -1.260 3.042 -0.064 -0.14
C -2.380 3.939 -0.366 -0.59
C -2.412 -3.725 -0.609 -0.07
C 0.424 1.053 7.046 -0.08
H -1.110 5.672 -0.707 0.09
H -3.020 2.758 -2.072 0.07
H 2.080 -0.384 4.472 0.10
H 3.981 -2.575 1.629 0.12
H 0.378 -2.116 -2.070 0.08
H -1.470 4.722 -2.175 0.05
H -1.935 1.094 4.625 0.10
C -1.154 -1.879 0.362 -0.17
H 5.318 1.317 -0.447 0.12
C 3.427 -1.645 1.575 -0.05
C -0.503 1.866 -3.861 -0.21
C -1.873 5.094 -1.231 -0.04
P -0.322 -0.225 2.684 1.07
C -1.823 -2.445 -0.703 -0.10
H 5.102 -0.328 1.571 0.14
C -1.201 -2.563 1.623 -0.19
C 3.329 0.864 1.062 -0.18
N 0.369 -1.566 -2.913 0.18
H 0.951 -1.832 -3.690 0.10
H 2.780 -1.833 -1.431 0.12
H -2.713 5.753 -1.450 0.09
C 1.373 -0.376 1.983 -0.45
C -1.765 -3.864 1.693 -0.17
C -1.343 -3.948 4.079 -0.07
C -3.428 3.117 -1.132 -0.03
C 0.044 0.301 4.395 -0.37
C -0.159 -0.320 -2.857 -0.52
H -3.764 2.266 -0.541 0.09
C -0.048 0.542 -3.964 -0.21
H -1.603 1.752 6.977 0.10
H -0.555 -2.141 4.953 0.10
C 1.269 0.080 5.018 -0.08
N -0.887 2.951 -3.763 0.15
N -0.398 2.315 0.147 0.18
H 0.575 1.348 8.076 0.10
H 2.946 2.206 -0.720 0.15
O -0.780 0.057 -1.814 -0.16
C 4.150 -0.449 1.046 -0.19
C 0.582 0.084 -5.135 -0.25
C -0.856 -2.631 4.035 -0.07

4.
78
Properties=species:S:1:pos:R:3:lowdin_charge:R:1 method="wB97M-V/def2-TZVPD" orbital_gap_ha=0.31181 total_energy_ha=-3548.6923 fmax_ev_per_a=0.3 de_lowest_kcal_mol=1.9
H -3.110 0.127 5.873 0.11
F -0.606 1.943 -0.269 0.01
H 2.243 -1.959 2.846 0.09
H -5.192 -2.435 -4.924 0.10
S 2.628 1.474 -0.206 0.70
C -2.560 0.905 2.131 -0.09
C -2.726 -3.477 -2.850 -0.08
H -4.862 1.305 4.581 0.11
C 1.377 1.199 3.725 -0.09
H -2.178 -4.373 -2.591 0.10
O 4.467 -0.260 0.590 -0.21
H 1.603 -7.067 -1.461 0.10
H -2.403 1.138 1.085 0.09
H 5.421 1.527 0.120 0.08
F -0.328 0.861 -2.206 0.02
H -3.043 -3.140 0.308 0.11
C -0.629 -4.841 -0.220 -0.09
P -0.106 -0.383 1.983 1.05
C 2.461 1.505 4.530 -0.08
H 0.961 -2.986 -2.569 0.10
C -3.714 -3.532 -3.821 -0.08
H 4.309 0.804 5.372 0.10
H -2.616 -4.055 6.098 0.10
Mg 0.522 0.157 -0.503 0.29
H 0.347 -2.700 1.408 0.05
C -0.352 -2.231 2.105 -0.31
C 3.264 -0.072 0.076 -1.24
H 2.526 2.482 4.993 0.11
C -4.423 -2.389 -4.164 -0.08
C -2.954 0.351 4.825 -0.07
C 1.275 -0.055 3.124 -0.37
C -3.140 -1.123 -2.571 -0.08
C -3.000 -3.619 5.185 -0.09
H -4.355 -2.115 1.916 0.10
H 4.713 1.447 1.751 0.08
H -0.065 -2.552 3.102 0.08
C -2.432 -2.270 -2.216 -0.35
H -0.189 -6.884 0.238 0.10
C 0.061 -6.033 -0.382 -0.07
C -2.325 -2.352 0.551 -0.32
H -4.499 1.812 2.186 0.11
C -3.940 1.010 4.098 -0.08
C -4.810 -2.758 3.892 -0.09
C -1.576 0.236 2.852 -0.36
F -2.362 1.881 -1.763 0.16
C -1.777 -0.033 4.207 -0.09
C -3.953 -2.549 2.820 -0.03
H 2.166 -5.115 -2.868 0.11
H -1.405 -4.774 0.531 0.10
C 5.238 0.884 0.980 -0.09
H -3.929 -4.472 -4.312 0.10
N -1.719 -2.648 1.841 -0.17
H -5.855 -2.493 3.786 0.11
S 2.398 -1.509 -0.270 0.63
C 1.380 -5.042 -2.128 -0.07
C 1.064 -6.136 -1.338 -0.08
H 6.171 0.481 1.363 0.09
H 4.149 -1.419 4.292 0.11
H -5.016 -3.437 5.920 0.10
C -4.345 -3.282 5.086 -0.10
C -0.314 -3.735 -1.009 -0.41
H 0.601 1.937 3.563 0.11
C -2.141 -3.421 4.120 -0.04
P -1.176 -2.135 -0.893 1.07
C 3.370 -0.683 4.141 -0.08
F -0.521 3.179 -2.234 0.20
H -1.013 -0.550 4.775 0.12
C 3.462 0.564 4.742 -0.09
C 0.701 -3.844 -1.959 -0.14
C -2.594 -2.859 2.918 -0.24
C -3.740 1.290 2.755 -0.07
H -2.893 -1.409 0.559 0.08
H -2.908 -0.174 -2.109 0.08
H -4.677 -0.287 -3.804 0.11
C -4.137 -1.185 -3.536 -0.07
B -1.005 2.051 -1.666 -1.22
C 2.285 -0.992 3.332 -0.10
H -1.108 -3.728 4.225 0.10

5.
78
Properties=species:S:1:pos:R:3:lowdin_charge:R:1 method="wB97M-V/def2-TZVPD" orbital_gap_ha=0.24695 total_energy_ha=-2628.8775 fmax_ev_per_a=6.2 de_lowest_kcal_mol=19.3 charge=+1
H -0.708 -5.310 0.223 0.10
H 4.819 0.323 -2.725 0.12
C -1.210 -4.473 0.778 -0.07
H -0.116 -4.240 2.592 0.10
C 4.884 -3.695 -0.508 -0.07
H 1.568 -0.263 2.188 0.06
H 0.574 -2.551 3.828 0.12
H -6.235 -2.634 -3.382 0.12
N -1.212 3.609 0.818 -0.01
N -1.288 1.409 0.405 -0.05
H 5.306 1.323 -4.783 0.13
C -3.648 -1.775 -0.530 -0.22
H -1.858 -2.794 3.428 0.14
H -2.346 4.972 2.556 0.12
H 4.971 -2.983 1.555 0.11
C -5.548 -2.273 -2.657 0.06
H -1.724 -3.820 0.039 0.06
C 1.855 1.522 -4.906 -0.06
H -1.987 -4.917 1.364 0.06
C -1.668 -2.038 2.627 -0.19
C 0.729 -2.038 2.881 -0.30
C -0.710 4.881 1.219 -0.19
S 2.321 -0.167 -1.352 1.02
C -3.428 -1.409 -1.942 -0.18
H 0.858 -3.736 1.203 0.11
C -2.594 3.233 0.777 -0.01
C 0.394 6.991 2.493 -0.25
H 0.909 1.917 -5.396 0.14
C -2.869 -2.098 1.692 -0.25
C 1.612 0.726 -3.800 -0.08
F -5.416 -1.849 1.050 0.03
C -0.168 -3.756 1.642 -0.22
C -0.533 2.471 0.564 -0.17
H -3.414 1.109 0.420 0.12
H 4.033 -0.740 0.877 0.11
C 3.448 -2.488 -1.977 -0.05
C 4.249 1.219 -4.474 -0.07
H 2.894 -2.401 -2.889 0.12
N -2.581 -1.782 0.287 -0.14
H 5.443 -4.616 -0.297 0.12
F -3.857 -1.691 -4.210 0.11
Cd -0.718 -0.753 -0.038 1.41
N 1.389 9.191 3.607 0.16
C 3.187 1.747 -5.267 -0.04
H 1.668 -0.416 4.012 0.08
H 1.011 4.848 -0.108 0.12
H 0.107 -0.014 3.196 0.05
F -7.215 -2.618 -1.035 0.07
C 0.966 8.179 3.100 -0.14
H 3.488 2.526 -5.993 0.12
C 4.689 -2.769 0.537 -0.04
C 4.268 -3.614 -1.728 -0.04
H 0.605 2.419 0.432 0.16
C -4.268 -1.740 -2.946 -0.24
C -5.906 -2.343 -1.310 -0.19
C -1.390 5.459 2.282 0.01
O 0.923 -0.779 -1.414 -0.64
H -1.086 6.930 3.973 0.14
C -0.817 6.529 2.977 0.01
C 4.039 -1.583 0.213 -0.08
N -0.372 -2.300 1.983 -0.25
H 4.460 -4.444 -2.443 0.13
H -3.307 -3.095 1.730 0.11
H 1.612 -2.532 2.431 0.11
C 3.976 0.586 -3.337 -0.12
C -5.008 -2.053 -0.252 -0.12
H -3.634 -1.426 2.115 0.12
H 0.603 0.447 -3.477 0.11
C 0.474 5.404 0.674 0.01
H -3.372 3.842 1.109 0.10
C 2.669 0.335 -3.001 -0.41
H 2.084 6.755 1.231 0.13
C 1.048 -0.548 3.137 -0.06
F -2.165 -1.042 -2.213 0.01
C 1.080 6.384 1.448 -0.02
H -1.580 -1.035 3.105 0.11
C 3.379 -1.525 -0.997 -0.42
C -2.629 1.882 0.585 -0.08

6.
83
Properties=species:S:1:pos:R:3:lowdin_charge:R:1 method="wB97M-V/def2-TZVPD" multiplicity=2 orbital_gap_ha="0.14121 / 0.13997" total_energy_ha=-2957.3799 fmax_ev_per_a=2.4 de_lowest_kcal_mol=1.4 charge=-1
F -0.670 5.617 -2.872 0.10
H -5.642 1.814 -0.116 0.09
H -3.752 5.585 0.566 0.09
H 3.759 -2.408 -1.948 0.12
H 3.029 -1.889 3.671 0.02
F 3.146 2.587 -0.384 0.06
H 2.381 1.683 -7.086 0.09
Tc 1.132 -0.150 -0.040 0.92
H -1.173 -3.363 4.207 0.03
F -0.156 3.143 -3.803 0.09
C 2.157 -2.459 3.976 -0.17
H 2.041 -3.975 -0.661 0.12
C 0.890 -3.314 1.039 -0.23
C -2.271 -2.193 1.900 -0.07
H -1.165 -0.803 0.809 0.07
H -5.806 4.247 0.274 0.08
C 0.270 4.860 -2.272 -0.15
F -2.213 -4.521 1.352 0.09
C 1.911 4.573 -0.540 -0.15
C -3.679 4.519 0.390 -0.11
H -1.603 -1.732 4.653 0.02
C -0.768 -2.410 4.532 -0.15
C -4.740 2.401 0.005 -0.12
C -3.894 -3.784 2.825 -0.14
F -2.520 0.088 2.510 0.10
H 1.675 -3.652 1.714 0.08
C -4.837 3.770 0.227 -0.13
C -2.324 2.535 0.122 -0.25
C 0.951 5.376 -1.163 -0.15
C 1.529 1.046 -3.867 -0.23
C -2.440 3.921 0.338 -0.05
H -1.542 4.507 0.467 0.10
N 1.767 1.485 -2.562 -0.07
C 2.900 -1.745 -1.764 -0.21
H 2.598 2.642 -4.816 0.12
C 3.256 -0.276 -2.012 -0.23
C 0.717 -0.682 -5.336 -0.09
F 0.699 6.627 -0.713 0.08
H 0.173 -4.138 0.943 0.11
C -2.974 -1.183 2.598 -0.17
N 0.257 -2.129 1.595 -0.20
H 0.160 -1.596 -5.487 0.10
F -5.607 -3.026 4.341 0.10
H 1.184 -0.454 -7.413 0.09
C -4.562 -2.758 3.515 -0.09
C 3.496 -2.045 0.529 -0.09
C 1.537 2.767 -2.148 -0.08
C 2.188 3.313 -1.011 -0.14
C -2.813 -3.502 2.031 -0.14
N -0.130 1.205 0.075 -0.15
H 1.065 0.538 4.250 0.02
F -4.707 -0.425 4.013 0.11
H 2.322 -3.499 3.709 0.02
H 4.149 0.011 -1.432 0.09
C -3.508 1.788 -0.052 -0.07
N 2.381 -1.898 -0.398 -0.36
H 0.367 -0.620 -3.215 0.09
C 1.289 -0.034 -6.424 -0.12
C -1.093 1.891 0.093 -0.17
Si 0.514 -1.721 3.291 0.54
C 0.548 3.597 -2.740 -0.13
H 3.491 -0.143 -3.074 0.11
H -0.279 0.651 3.135 0.01
H 3.164 -1.894 1.552 0.04
H -0.327 -2.557 5.514 0.03
H 2.107 -2.015 -2.466 0.10
N 2.111 0.521 -1.626 -0.24
H 1.349 0.515 2.505 -0.02
C -1.102 -1.870 1.035 -0.17
H -3.433 0.725 -0.229 0.10
H -1.178 -2.433 0.102 0.12
H 0.691 -2.894 -1.069 0.10
F 2.584 5.053 0.525 0.10
H 4.253 -1.296 0.304 0.08
H 2.124 -2.420 5.061 0.02
C 2.079 1.709 -4.971 -0.03
C -4.075 -1.434 3.371 -0.13
C 0.837 -0.153 -4.071 -0.03
H 3.955 -3.040 0.441 0.09
C 1.955 1.171 -6.234 -0.10
F -4.335 -5.058 2.954 0.10
C 0.680 0.172 3.304 -0.18
C 1.498 -3.063 -0.349 -0.22